1.
129
Properties=species:S:1:pos:R:3 method="wB97M-V/def2-TZVPD" homo_ev=-7.66 fmax_ev_per_a=1.2 charge=0 smiles="CC(=O)N(C)[C@]1(CCCSC(=S)N2CCOCC2)C[C@@H](O)NC1=O.O=C1OCCO1.O=C1OCCO1.O=C1OCCO1.O=C1OCCO1.O=C1OCCO1.O=C1OCCO1.O=C1OCCO1.O=C1OCCO1" spin_multiplicity=1
C 0.312 -1.058 -1.118
C 1.135 -1.905 -2.058
O 2.331 -1.953 -1.911
N 0.530 -2.664 -3.141
C -0.425 -3.645 -2.615
C -0.054 -1.825 -4.177
C 0.886 -0.708 -4.708
C 2.385 -1.016 -4.743
C 3.220 -0.108 -3.848
S 3.338 1.538 -4.610
C 3.582 2.617 -3.191
S 5.083 2.834 -2.606
N 2.445 3.225 -2.746
C 2.604 4.203 -1.667
C 1.303 4.990 -1.514
O 0.164 4.244 -1.920
C 0.295 2.896 -1.540
C 1.380 2.244 -2.395
C -1.443 -1.178 -3.920
C -2.390 -1.872 -4.915
O -3.441 -1.046 -5.354
N -1.588 -2.307 -6.031
C -0.330 -2.675 -5.442
O 0.381 -3.534 -5.876
H 0.934 -0.196 -0.888
H 0.211 -1.613 -0.193
H -0.651 -0.734 -1.488
H -1.088 -3.239 -1.847
H 0.111 -4.478 -2.169
H -1.037 -4.045 -3.420
H 0.714 0.215 -4.161
H 0.562 -0.509 -5.729
H 2.582 -2.040 -4.436
H 2.759 -0.901 -5.761
H 2.732 0.009 -2.886
H 4.199 -0.537 -3.655
H 3.403 4.902 -1.882
H 2.839 3.670 -0.742
H 1.326 5.868 -2.154
H 1.196 5.318 -0.481
H 0.472 2.778 -0.470
H -0.642 2.407 -1.786
H 1.830 1.400 -1.870
H 0.917 1.916 -3.319
H -1.447 -0.119 -4.173
H -1.859 -1.285 -2.923
H -2.810 -2.733 -4.382
H -3.859 -0.671 -4.571
H -1.516 -1.550 -6.707
O -6.735 -5.681 -3.775
C -6.032 -5.483 -4.710
O -6.106 -6.146 -5.889
C -5.269 -5.480 -6.842
C -4.278 -4.761 -5.946
O -5.043 -4.558 -4.752
H -4.811 -6.204 -7.509
H -5.883 -4.790 -7.422
H -3.410 -5.378 -5.709
H -3.936 -3.808 -6.343
O -0.178 -3.668 0.480
C 0.464 -3.837 1.471
O 1.631 -3.218 1.722
C 1.995 -3.458 3.091
C 1.240 -4.742 3.387
O 0.124 -4.654 2.487
H 3.068 -3.551 3.183
H 1.650 -2.618 3.695
H 1.819 -5.632 3.138
H 0.887 -4.820 4.411
O 3.715 -3.314 5.410
C 3.178 -3.270 6.478
O 3.006 -2.149 7.186
C 2.127 -2.432 8.289
C 2.319 -3.931 8.456
O 2.663 -4.336 7.117
H 2.416 -1.842 9.151
H 1.111 -2.167 7.998
H 3.148 -4.183 9.117
H 1.424 -4.454 8.780
O -1.688 2.083 0.573
C -2.805 2.491 0.506
O -3.585 2.391 -0.593
C -4.919 2.781 -0.239
C -4.683 3.666 0.970
O -3.463 3.113 1.502
H -5.392 3.296 -1.070
H -5.487 1.882 0.008
H -4.513 4.705 0.703
H -5.471 3.606 1.715
O -5.984 5.862 -0.755
C -6.914 5.850 -1.498
O -7.639 6.930 -1.845
C -8.511 6.569 -2.924
C -8.632 5.065 -2.743
O -7.385 4.742 -2.113
H -9.453 7.100 -2.832
H -8.030 6.839 -3.864
H -9.444 4.789 -2.069
H -8.731 4.515 -3.674
O 2.571 7.153 0.502
C 1.714 7.616 1.181
O 0.577 6.968 1.529
C -0.104 7.739 2.522
C 0.437 9.135 2.264
O 1.729 8.860 1.713
H -1.178 7.651 2.389
H 0.171 7.361 3.508
H -0.150 9.679 1.523
H 0.538 9.740 3.161
O 7.900 -7.464 7.785
C 7.468 -6.884 6.844
O 8.001 -6.921 5.599
C 7.087 -6.295 4.693
C 6.291 -5.389 5.615
O 6.371 -6.090 6.862
H 7.634 -5.763 3.919
H 6.469 -7.067 4.232
H 6.753 -4.408 5.734
H 5.254 -5.258 5.322
O 1.302 0.703 7.369
C 1.938 0.873 6.377
O 1.808 0.140 5.249
C 2.561 0.770 4.204
C 3.584 1.569 4.994
O 2.886 1.820 6.222
H 2.999 0.017 3.555
H 1.890 1.405 3.625
H 4.481 0.991 5.216
H 3.863 2.508 4.527


2.
55
Properties=species:S:1:pos:R:3 method="wB97M-V/def2-TZVPD" homo_ev=-9.70 fmax_ev_per_a=12.5 charge=0 smiles="CCB(O)[C@](C#N)(CC(=O)O)[C@](F)(Br)C#N.CCOCC.CCOCC" spin_multiplicity=1
C 0.472 -5.778 0.915
C -0.803 -5.537 1.922
B -1.109 -3.964 2.289
O -1.020 -3.566 3.736
C -1.550 -2.776 1.241
C -1.240 -3.129 -0.352
N -0.682 -3.545 -1.467
C -0.780 -1.345 1.540
C 0.850 -1.544 1.838
O 1.344 -1.006 2.962
O 1.674 -2.250 0.843
C -3.210 -2.655 1.341
F -3.711 -4.074 1.432
Br -3.854 -1.715 -0.337
C -3.720 -1.921 2.731
N -4.138 -1.012 3.588
H 0.011 -5.900 -0.179
H 1.149 -6.694 1.191
H 1.127 -4.807 0.903
H -1.805 -6.068 1.548
H -0.535 -6.099 2.940
H -1.930 -3.855 4.093
H -0.833 -0.729 0.518
H -1.205 -0.748 2.452
H 2.633 -1.976 1.066
C 2.079 1.178 0.554
C 3.492 1.666 0.819
O 4.221 1.970 -0.368
C 3.683 2.993 -1.201
C 3.569 4.342 -0.512
H 2.089 0.307 -0.108
H 1.588 0.902 1.492
H 1.468 1.948 0.072
H 4.047 0.870 1.330
H 3.495 2.526 1.495
H 2.717 2.677 -1.613
H 4.364 3.092 -2.052
H 2.872 4.308 0.329
H 3.207 5.101 -1.215
H 4.540 4.657 -0.119
C -2.919 3.958 -1.598
C -1.475 3.553 -1.360
O -1.221 2.174 -1.616
C -1.465 1.717 -2.943
C -0.624 2.422 -3.994
H -3.596 3.340 -1.001
H -3.070 5.007 -1.329
H -3.206 3.838 -2.647
H -1.233 3.724 -0.304
H -0.787 4.177 -1.939
H -2.533 1.790 -3.179
H -1.218 0.651 -2.957
H -0.855 3.489 -4.047
H -0.808 1.991 -4.984
H 0.441 2.330 -3.760


3.
20
Properties=species:S:1:pos:R:3 method="wB97M-V/def2-TZVPD" homo_ev=-8.46 relative_energy_ev=0.6954 fmax_ev_per_a=2.7 charge=0 smiles=Cc1c[nH]cn1.CC spin_multiplicity=1
C -1.600 -1.462 -0.134
C -0.414 -0.714 -0.662
C -0.402 0.232 -1.699
N 0.912 0.486 -1.925
C 1.663 -0.258 -1.081
N 0.870 -0.943 -0.288
H -1.773 -1.036 0.865
H -1.381 -2.498 0.128
H -2.352 -1.446 -0.918
H -1.153 0.515 -2.415
H 1.240 1.172 -2.577
H 2.714 -0.269 -0.857
C -0.335 0.604 2.944
C -0.272 1.560 1.748
H 0.477 0.885 3.603
H -1.325 0.684 3.399
H -0.240 -0.425 2.599
H 0.553 1.223 1.091
H -1.070 1.659 1.021
H 0.209 2.524 1.961


4.
101
Properties=species:S:1:pos:R:3 method="wB97M-V/def2-TZVPD" homo_ev=-9.77 relative_energy_ev=0.4395 fmax_ev_per_a=3.5 charge=0 smiles="NC(N)=O.NC(N)=O.OCCO.OCCO.OCCO.OCCO.CCO.CCO.CCO.CCO.CCO" spin_multiplicity=1
N -0.558 4.513 -4.429
C -0.591 5.041 -3.087
N -1.826 5.129 -2.615
O 0.424 5.421 -2.455
H 0.342 4.702 -4.803
H -0.661 3.482 -4.312
H -2.552 4.909 -3.227
H -1.972 4.997 -1.612
N -0.825 0.957 1.019
C -0.935 0.637 -0.317
N -0.101 -0.367 -0.719
O -1.611 1.222 -1.146
H -0.413 0.243 1.588
H -1.613 1.473 1.426
H 0.480 -1.043 -0.165
H -0.525 -0.878 -1.457
O -1.069 1.706 -3.872
C -1.798 0.856 -4.865
C -3.111 0.457 -4.343
O -3.025 -0.317 -3.214
H -1.109 1.364 -2.989
H -1.900 1.504 -5.719
H -1.201 -0.024 -5.089
H -3.759 -0.012 -5.045
H -3.714 1.390 -4.121
H -2.988 0.260 -2.416
O -2.245 -2.534 3.482
C -1.400 -2.918 2.428
C 0.107 -2.679 2.490
O 0.392 -1.298 2.495
H -2.249 -1.552 3.460
H -1.471 -3.997 2.243
H -1.750 -2.456 1.519
H 0.517 -3.181 1.598
H 0.481 -3.269 3.357
H 1.344 -1.184 2.689
O 0.140 -4.044 -0.905
C 1.154 -4.462 -1.733
C 1.418 -5.863 -1.286
O 0.164 -6.575 -1.293
H -0.673 -3.804 -1.347
H 0.929 -4.497 -2.783
H 1.993 -3.840 -1.618
H 1.876 -5.928 -0.246
H 2.072 -6.448 -2.003
H -0.438 -6.060 -0.797
O 2.408 3.945 -1.155
C 1.978 2.612 -1.388
C 3.116 1.766 -0.899
O 3.273 2.029 0.487
H 1.820 4.580 -1.630
H 1.114 2.417 -0.770
H 1.822 2.555 -2.474
H 3.999 1.977 -1.481
H 2.835 0.694 -0.973
H 3.405 3.020 0.600
C -2.560 1.457 5.220
C -2.893 1.943 3.816
O -3.144 0.801 3.005
H -2.119 2.192 5.850
H -1.855 0.644 5.087
H -3.440 1.032 5.734
H -2.114 2.548 3.382
H -3.807 2.558 3.817
H -4.052 0.841 2.645
C 3.927 -3.171 0.917
C 4.369 -1.953 0.294
O 3.578 -1.787 -0.911
H 4.230 -3.261 1.955
H 4.106 -4.157 0.415
H 2.838 -3.059 1.002
H 5.441 -1.961 0.048
H 4.206 -1.087 0.956
H 4.089 -1.302 -1.553
C -0.073 5.211 1.024
C 0.462 4.685 2.380
O -0.045 3.439 2.757
H 0.269 6.223 0.854
H -1.120 5.305 0.965
H 0.192 4.544 0.193
H 0.158 5.268 3.251
H 1.514 4.695 2.435
H -0.168 2.851 2.023
C -4.224 -3.521 -4.123
C -3.715 -3.518 -2.677
O -2.404 -4.112 -2.422
H -4.397 -4.484 -4.549
H -3.422 -3.116 -4.739
H -5.018 -2.876 -4.244
H -4.512 -4.021 -2.063
H -3.669 -2.520 -2.383
H -2.296 -4.814 -3.092
C 3.832 -0.228 5.088
C 3.018 0.585 4.102
O 2.885 -0.141 2.869
H 3.460 -1.278 5.068
H 3.688 0.116 6.085
H 4.905 -0.292 4.864
H 3.479 1.562 3.840
H 2.076 0.946 4.545
H 2.803 0.583 2.182


| no. | LUMO level (Eh) | HOMO-LUMO gap (eV) |
| --- | --- | --- |
| 1 | 0.0035 | 7.8 |
| 2 | -0.0520 | 8.3 |
| 3 | 0.0336 | 9.4 |
| 4 | 0.0143 | 10.2 |